DFT (ωB97M-V with the def2-TZVPD basis set) results for the molecule C23H15F7N2O2.

For the LUMO energy, the calculation gives 0.1 eV. As for the SMILES: O=C1COc2nccc(-c3ccccc3F)c2CN1Cc1cc(C(F)(F)F)cc(C(F)(F)F)c1. As for the spin multiplicity: 1. As for the total energy: -50194.0196 eV. Its HOMO energy is -9.01 eV. Its frontier orbital gap is 9.120 eV.

Cartesian coordinates (Å):
F  -0.629230  3.557200  -1.580522
F  -3.914461  -0.902987  1.478591
F  -4.542326  1.073093  2.044878
F  0.913272  4.054401  -0.162189
F  -4.378121  0.552805  -0.034025
F  -1.096359  4.757794  0.140540
F  1.118224  -3.285770  -1.345475
O  3.815178  0.808399  -0.402424
O  3.533451  0.808694  2.872252
N  2.519976  1.419993  -2.071571
N  2.087116  -0.451694  1.688266
C  -3.792968  0.395799  1.162157
C  -2.032303  2.017702  0.473326
C  -1.804718  -1.153073  -1.437737
C  -2.482354  -3.441900  -1.179767
C  4.242238  0.036707  0.702344
C  0.590417  -0.494057  -1.592795
C  0.468359  0.388414  -2.662088
C  -1.397675  0.150742  1.864606
C  -1.155267  -3.835689  -1.185187
C  -2.360523  0.861820  1.164688
C  -0.714257  2.455739  0.502911
C  2.657339  0.582179  -1.054539
C  0.251395  1.763980  1.210329
C  -2.804435  -2.100884  -1.315464
C  -0.461520  -1.517338  -1.419647
C  -0.083677  0.600775  1.893513
C  1.690479  -0.392159  -0.736299
C  -0.172668  -2.875549  -1.308751
C  0.991832  -0.177801  2.599736
C  1.788040  -1.239377  0.510003
C  1.455395  1.340018  -2.844472
C  3.274331  0.169160  1.876826
C  -0.368736  3.702881  -0.267846
H  1.268666  2.127760  1.233424
H  1.416662  0.407775  3.421263
H  1.404631  2.064146  -3.641568
H  -0.873875  -4.874191  -1.105083
H  -2.058654  -0.110826  -1.547264
H  4.407600  -1.010727  0.422900
H  0.593942  -1.117379  2.998559
H  -2.780578  2.565056  -0.078743
H  -1.674386  -0.753927  2.384840
H  -3.838563  -1.791757  -1.329402
H  2.535776  -2.030454  0.386785
H  -3.261243  -4.180361  -1.079714
H  0.827021  -1.729113  0.690141
H  -0.367354  0.318783  -3.334717
H  5.194912  0.485198  0.994413

Cartesian forces, eV/Å:
F -0.0844 -0.1379 -0.1182
F 0.1473 -0.1250 0.0800
F -0.0212 0.1978 0.1418
F 0.1896 -0.1440 0.1247
F -0.0044 0.1497 -0.3217
F -0.1676 0.0128 0.1412
F -0.1724 0.1019 0.0126
O 0.0893 0.1563 0.0793
O 0.2698 0.3182 0.2415
N 0.4252 0.0713 0.2982
N -0.2995 -0.1542 0.2971
C -0.0121 -0.1653 0.1531
C 0.1299 -0.2409 0.2090
C -0.0297 -0.2179 -0.0176
C 0.0759 0.1107 -0.0198
C 0.2527 -0.1066 0.3016
C 0.2977 0.1455 -0.1752
C 0.1972 0.0649 0.1227
C 0.2197 0.1802 0.0099
C 0.0718 -0.0669 0.0289
C -0.2271 0.1680 -0.1272
C 0.0277 0.1209 -0.0542
C -0.6086 -0.0357 -0.5660
C -0.1356 0.1176 -0.0150
C -0.1368 0.0133 -0.0378
C 0.1113 -0.2524 0.0368
C -0.4000 -0.1160 -0.0068
C 0.1305 0.0369 -0.0792
C -0.0647 0.1351 -0.0370
C 0.1624 0.0786 0.2516
C 0.2400 -0.1731 -0.2653
C -0.2339 -0.2700 0.1185
C 0.2528 -0.1996 -0.2934
C 0.0208 0.1925 -0.1037
H 0.0911 0.0319 -0.0499
H -0.1315 -0.1664 -0.0678
H -0.0947 0.0971 -0.1913
H 0.0568 -0.0845 0.0051
H -0.0089 0.1430 0.0004
H -0.0101 0.1273 -0.0029
H 0.0174 0.1170 -0.0189
H -0.0848 0.0455 -0.0669
H -0.0029 -0.1151 0.0292
H -0.0651 0.0245 0.0256
H -0.2068 0.0426 0.0615
H -0.0833 -0.1001 0.0039
H 0.2071 0.0456 -0.0311
H -0.1651 -0.0006 -0.1448
H -0.2326 -0.1745 0.0374

DFT (ωB97M-V with the def2-TZVPD basis set) results for a structure of composition C23H17BrMgN4.

For the LUMO energy (spin up / spin down), the calculation gives -1.5 / -1.5 eV. As for the spin multiplicity: 1. As for the total energy: -105575.0012 eV. Its HOMO energy (spin up / spin down) is -7.33 / -7.33 eV. Its frontier orbital gap (spin up / spin down) is 5.880 / 5.879 eV.

Cartesian coordinates (Å):
Br  -1.435775  6.028666  -0.673519
Mg  -0.667264  -0.720354  -0.552117
N  -2.726753  -1.331560  -0.116038
N  1.350703  -1.097811  -0.219392
N  -1.786067  -1.224790  2.065218
N  -0.684592  -1.215459  1.420606
C  2.250690  -1.223963  -2.448737
C  -3.807154  -1.264826  -0.897758
C  -0.882354  1.336558  -0.888169
C  2.918436  -1.564055  1.617330
C  4.105870  0.143512  -3.136052
C  3.075503  -1.829988  2.942620
C  0.715807  -1.678345  3.372175
C  -2.282989  3.312685  -0.479347
C  -1.211111  4.135774  -0.765414
C  -2.103905  1.934532  -0.545366
C  4.187850  0.661632  -1.850600
C  0.505586  -1.401303  1.994567
C  2.328290  -0.716849  -1.148738
C  3.309427  0.242911  -0.866253
C  -2.876663  -1.143617  1.213817
C  -4.130289  -0.875061  1.774725
C  0.161503  2.223958  -1.179405
C  3.130968  -0.797217  -3.429678
C  -5.229787  -0.795483  0.950107
C  1.618328  -1.322245  1.066885
C  -5.073843  -1.004381  -0.419272
C  1.972558  -1.875617  3.840845
C  0.014718  3.605546  -1.121571
H  -4.191959  -0.725127  2.842790
H  2.146853  -2.094248  4.885569
H  -0.153923  -1.731087  4.013483
H  3.056083  -1.197295  -4.433106
H  4.929910  1.414842  -1.616648
H  3.346561  0.690018  0.118358
H  -3.241930  3.735809  -0.207514
H  1.493504  -1.969458  -2.665980
H  4.788208  0.481544  -3.904818
H  -3.643580  -1.429431  -1.956543
H  4.067728  -2.035359  3.325036
H  1.133144  1.840425  -1.473187
H  0.846188  4.260955  -1.348553
H  -6.204540  -0.567794  1.360631
H  -2.972830  1.321637  -0.319304
H  3.769174  -1.574858  0.952325
H  -5.916272  -0.963416  -1.093998

Cartesian forces, eV/Å:
Br 0.0341 -0.1160 -0.0096
Mg 0.2187 0.3870 -0.4828
N 0.1608 0.0148 0.2333
N -0.0939 -0.1836 0.0764
N 0.5413 -0.1951 0.4210
N -0.6857 -0.1518 0.4574
C 0.0056 0.0185 0.1910
C -0.1188 0.0090 -0.0581
C -0.2909 -0.0089 -0.1435
C 0.0706 0.0308 0.0626
C 0.0487 0.0382 -0.0275
C -0.0975 0.0309 -0.1533
C -0.1297 0.0439 -0.0641
C -0.0916 0.0051 0.0324
C -0.0578 0.0905 0.0046
C 0.0843 0.1351 -0.0610
C -0.0038 -0.0082 -0.0131
C 0.6413 -0.0673 0.1755
C 0.2752 0.0036 -0.0654
C -0.1285 -0.0732 -0.0106
C -0.5622 0.0651 -0.4848
C 0.1737 -0.0589 -0.0020
C -0.0504 0.0184 -0.0344
C -0.0016 -0.0074 -0.0672
C 0.0439 -0.0100 -0.0740
C -0.1768 -0.0472 -0.1717
C -0.0140 -0.0093 0.0747
C 0.0090 -0.0499 0.1644
C 0.1088 0.0464 -0.0263
H -0.0066 0.0059 0.0007
H -0.0225 0.0140 -0.0059
H 0.0291 0.0024 0.0216
H -0.0193 -0.0224 0.0197
H -0.0032 -0.0089 0.0024
H 0.0033 -0.0085 0.0314
H 0.0215 0.0204 -0.0058
H 0.0099 -0.0001 -0.0558
H -0.0061 -0.0104 0.0043
H 0.0202 0.0442 0.0123
H 0.0100 0.0029 -0.0118
H 0.0338 -0.0029 0.0310
H -0.0189 0.0024 -0.0064
H -0.0041 -0.0197 0.0116
H -0.0145 0.0006 0.0285
H 0.0308 0.0302 -0.0005
H 0.0237 -0.0007 -0.0212

DFT (ωB97M-V with the def2-TZVPD basis set) results for a cluster of 2 separate species, C23H17ClN3O6S2 in total at a distorted geometry.

For the LUMO energy, the calculation gives 1.7 eV. As for the spin multiplicity: 1. As for the total energy: -75071.0531 eV. Its HOMO energy is -3.16 eV. Its frontier orbital gap is 4.869 eV. As for the total charge: -1.

Cartesian coordinates (Å):
Cl  0.808474  0.507004  -0.850468
S  2.449289  -0.058446  -3.229853
S  -3.404244  -1.109669  -0.122823
O  -2.779059  -1.454726  -1.363761
O  1.405998  -3.289529  3.046357
O  2.049688  1.247057  -3.710158
O  1.971784  -1.256916  -3.894451
O  -4.563688  -1.784081  0.389274
O  1.242112  -3.571317  0.859521
N  -2.134407  -1.366541  1.021969
N  9.596386  -0.017450  -4.358773
N  0.865833  -3.043561  1.940236
C  -1.111289  -2.310153  4.338153
C  -2.417959  1.419689  -0.039511
C  8.450994  -0.060718  -4.110821
C  -2.444473  2.761903  0.311788
C  -1.160073  -1.947952  2.995486
C  -2.339524  -1.432992  2.421618
C  5.005948  -1.137888  -3.036277
C  7.029818  -0.055371  -3.833666
C  6.390174  -1.154613  -3.244673
C  -3.633827  3.342236  0.751191
C  -4.777692  1.222916  0.482093
C  -2.236337  -2.021910  5.129678
C  -0.247115  -2.186772  1.884025
C  -3.568607  0.644814  0.087071
C  -4.802121  2.579149  0.793752
C  2.093887  -0.267346  -1.552123
C  4.260523  -0.021827  -3.407167
C  4.893542  1.102231  -3.946764
C  6.272344  1.074205  -4.162738
C  -3.479746  -1.216259  3.188400
C  -3.669000  4.772656  1.185366
C  -3.389452  -1.444817  4.566038
C  -0.871018  -1.796335  0.715171
H  -4.234452  -1.209476  5.218706
H  2.673965  -1.000946  -0.968780
H  -5.733813  3.052540  1.107807
H  -4.348444  5.359370  0.558695
H  -0.218496  -2.807703  4.711837
H  -0.455157  -1.856462  -0.273377
H  -5.673959  0.611144  0.581127
H  -4.408691  -0.899929  2.715896
H  4.342303  2.002467  -4.208103
H  6.975747  -2.026699  -2.948499
H  4.516010  -1.999652  -2.585897
H  -4.033066  4.884233  2.214261
H  -2.676355  5.222382  1.121365
H  6.770680  1.945246  -4.592809
H  -1.490384  0.967836  -0.361044
H  -2.229768  -2.267765  6.195212
H  -1.533284  3.356740  0.270444

Cartesian forces, eV/Å:
Cl -1.4314 1.3623 0.9234
S -0.7140 -0.6299 2.6612
S 1.1827 0.0802 0.3057
O -0.6305 0.2287 0.3597
O -1.0705 0.5667 -1.7785
O -0.4443 0.1281 -0.3491
O 0.7692 0.2061 -1.1340
O 0.3733 0.4262 -0.3570
O -0.5825 1.1103 2.1642
N -0.6404 0.0775 0.1548
N -2.4983 -0.1599 0.5681
N 2.1551 -1.5295 -0.7716
C -0.6233 0.3333 0.5204
C 0.0196 -0.0426 0.1201
C 2.0305 0.1426 -0.4213
C -0.2542 -0.1426 0.0104
C 0.3020 -0.4114 -0.5573
C 0.2381 -0.4644 0.1104
C 0.7365 -0.0284 -0.1254
C -0.1756 -0.0211 0.0724
C -0.2729 -0.1606 0.1478
C -0.0982 -0.1001 -0.0341
C 0.0636 -0.1586 0.0698
C 0.4265 -0.0389 -0.3255
C -1.4201 0.3748 0.1071
C -0.3172 0.3048 -0.0084
C 0.0373 -0.2386 -0.0271
C 3.1182 -0.8289 -1.6781
C -0.3765 -0.1699 0.0766
C 0.4659 -0.1262 -0.0120
C -0.1803 0.1939 -0.0240
C -0.1062 0.3071 0.1900
C -0.0475 0.4666 0.0780
C 0.1719 -0.1800 -0.2308
C 0.4636 -0.7840 0.8870
H 0.2099 -0.1691 -0.3329
H -0.5759 0.4148 -0.5509
H 0.2106 -0.1821 -0.0568
H 0.0904 -0.0631 -0.0121
H -0.3036 0.2298 0.0725
H -0.2857 0.0261 -0.2773
H 0.2350 0.1129 -0.0633
H 0.2439 0.0292 0.2639
H -0.1296 -0.3664 0.0990
H -0.1700 0.2422 -0.1312
H 0.0625 0.1812 -0.1812
H 0.1215 -0.1342 -0.1440
H -0.1072 0.0038 0.0331
H -0.1452 -0.2747 0.0998
H 0.0107 -0.0684 -0.0759
H 0.0328 0.1125 -0.3761
H -0.1703 -0.1884 -0.0594